C32H40IrN4O2S | the ωB97M-V functional and the def2-TZVPD basis

Structure (XYZ):
```
80
Properties=species:S:1:pos:R:3:forces:R:3
C -0.3959 -3.4970 1.5983 -0.078 -0.232 -0.143
C -1.1354 -2.6047 0.8244 0.513 0.116 0.213
C -1.6565 -2.9583 -0.4168 -0.246 -0.433 0.079
H 1.2223 7.5417 0.1352 -0.006 0.005 -0.002
C -0.9779 0.8775 4.2608 0.080 0.034 -0.009
C 2.8138 -3.0291 -3.9106 0.038 0.046 -0.017
H -4.3059 -2.9955 -1.1878 0.000 -0.007 0.003
C -0.1757 -4.7836 1.1337 0.007 -0.018 0.185
N -0.3726 1.6847 0.0773 0.156 0.127 0.018
H 0.7194 0.0213 -2.5252 0.003 0.023 0.004
H 0.2617 2.3353 3.2147 0.019 -0.019 -0.002
C -1.4547 0.6478 5.6916 -0.001 -0.024 0.052
S 2.8510 -0.6720 -0.6322 -0.108 -0.078 0.096
C 1.9355 -4.0408 -3.5395 -0.021 -0.022 0.040
H -1.8508 -4.5864 -1.8033 0.024 0.019 0.020
H 4.3584 1.6699 -0.9626 -0.031 -0.001 -0.010
O 0.1117 6.2772 -1.7265 0.000 -0.020 0.078
H 0.7982 -1.2919 2.5325 0.091 -0.037 -0.016
H 1.1505 6.2280 1.2573 -0.012 0.014 0.016
C 3.4775 1.7779 -1.5860 0.017 -0.026 -0.018
H -2.1136 -0.2236 5.7449 0.030 0.028 0.004
C 1.4237 0.8439 -2.4742 -0.032 0.028 0.019
H 1.9567 3.9645 -3.6730 0.005 -0.020 0.028
O 1.7921 -0.7031 0.4648 0.258 0.033 -0.247
H -4.1150 -1.8410 0.1422 -0.009 0.003 -0.020
C -1.0360 3.8277 -0.7447 -0.071 0.044 -0.060
C 0.4231 5.8418 -0.6382 -0.010 0.067 -0.057
C -0.7165 -5.1645 -0.0879 -0.198 0.048 0.160
C 2.1302 3.0564 -3.1085 0.011 0.027 0.010
C 1.3242 -4.0133 -2.2952 0.176 -0.038 -0.205
C 1.0503 3.5919 0.3597 0.083 -0.011 0.054
H -2.7247 -2.9850 -3.1106 0.020 -0.020 0.022
H 1.4768 1.5756 0.9615 -0.016 0.052 0.013
C 1.2139 2.0108 -3.1892 -0.020 0.001 0.008
H 1.1417 0.2314 2.6679 0.016 0.153 0.014
C 2.5527 0.7453 -1.6684 0.020 0.004 0.048
H 0.3884 -5.4904 1.7294 -0.012 0.021 -0.044
H -1.4973 -1.6982 1.3961 -0.261 0.311 -0.322
H 2.0021 3.9702 0.7118 -0.039 -0.015 -0.014
C 3.0782 -1.9859 -3.0394 0.039 0.041 -0.040
H -2.5680 -1.2440 -3.2754 -0.022 -0.034 0.026
C 0.7617 2.2509 0.5124 0.120 -0.089 -0.028
C -1.8774 -0.5634 -0.8678 0.319 0.157 0.081
C -2.4134 -1.9284 -1.2200 -0.145 0.037 -0.176
C -2.1895 -2.1127 -2.7327 0.019 -0.027 0.006
C 3.2635 2.9400 -2.3160 0.002 0.008 -0.027
Ir -0.6066 -0.3315 0.4343 -0.426 -0.617 0.144
C 0.0430 2.0122 4.2360 -0.002 0.042 -0.030
C -1.4516 -4.2665 -0.8483 -0.155 0.085 0.018
H 3.2943 -3.0537 -4.8802 -0.009 0.008 0.027
H 0.3379 2.1104 -3.8186 0.027 -0.013 0.018
H -1.9028 1.2260 2.3183 0.044 0.023 -0.114
H -2.0220 1.5116 6.0406 0.019 -0.014 -0.007
H 0.9709 1.7076 4.7247 -0.021 0.007 0.014
H -0.9731 -1.1248 3.8822 -0.091 0.010 -0.035
H -0.0286 -3.2048 2.5757 0.028 -0.038 -0.039
H -0.6096 0.4829 6.3610 -0.031 0.002 -0.018
H 1.7349 -4.8559 -4.2231 0.006 0.015 0.014
H 3.7604 -1.1936 -3.3261 -0.020 -0.022 0.001
H -2.2985 0.1802 -1.5491 -0.089 0.247 0.074
C 0.1428 4.4027 -0.2979 -0.020 0.019 -0.045
C -3.9204 -2.0112 -0.9179 0.035 0.043 0.029
C -2.1737 1.2118 3.3698 -0.084 0.018 0.119
H -0.3539 2.8781 4.7681 0.009 -0.020 -0.030
H -2.9718 0.4753 3.5005 0.029 0.008 -0.012
N 1.0573 6.5652 0.3164 0.022 -0.056 -0.041
H -1.7671 4.4247 -1.2735 0.023 -0.018 0.016
H 0.6478 -4.8030 -1.9985 0.233 0.100 -0.178
C 2.4454 -1.9641 -1.8020 -0.071 -0.005 0.102
N 0.3406 -0.3871 2.5859 -0.092 0.344 0.019
H -4.4656 -1.2618 -1.4972 0.030 -0.018 0.033
H -0.5627 -6.1725 -0.4530 -0.012 -0.005 0.024
H -2.5769 2.1913 3.6404 0.003 -0.056 -0.005
H -2.1886 2.0342 -0.8405 -0.092 -0.093 -0.012
N -0.2858 -0.3777 3.8992 -0.029 -0.172 0.002
H 3.9819 3.7485 -2.2683 -0.024 -0.016 -0.006
H 1.1144 -2.9409 -0.4399 0.018 0.031 0.034
H -1.1291 -2.2292 -2.9650 0.012 0.016 0.001
C 1.5804 -2.9700 -1.4129 0.012 -0.055 -0.035
C -1.2660 2.4869 -0.5256 -0.008 -0.071 0.076
```
Positions in Å, forces in eV/Å.

* net charge: +1


C32H40IrN5Se | the ωB97M-V functional and the def2-TZVPD basis

Structure (XYZ):
```
79
Properties=species:S:1:pos:R:3:forces:R:3
H 2.1830 -1.0790 -0.9110 -0.035 -0.001 -0.026
H 3.4077 -1.1791 1.0861 -0.007 -0.003 -0.007
H 3.5727 1.2942 -3.7075 0.003 0.003 -0.007
H 4.0659 2.3135 -5.0469 -0.001 -0.001 0.003
H -1.2298 -4.4048 -6.5456 0.001 0.001 -0.001
H -5.1558 2.9094 0.1625 0.001 -0.003 0.002
C 2.5668 -0.4882 1.0289 0.038 -0.005 0.015
C -2.1108 5.5188 0.9308 0.003 -0.003 0.001
C -2.6748 -2.8022 -1.7206 -0.007 0.003 -0.010
C -1.3096 -3.0447 -1.7844 0.004 -0.016 0.011
H -4.7648 0.5692 -0.5144 -0.004 0.011 0.006
Se 0.5375 1.6577 -2.6697 0.039 0.043 -0.019
H 4.8987 0.7877 -4.7664 -0.007 0.004 0.002
C -0.8470 -0.8281 -0.9597 0.005 0.006 -0.054
H -3.4267 -3.3171 -6.4524 0.000 -0.001 0.001
C -2.5777 -2.8237 -5.9997 0.005 0.004 -0.004
N 0.5028 -0.7993 -4.1982 -0.002 -0.022 -0.040
C -3.9357 1.2343 -0.3227 -0.009 -0.016 -0.023
N -1.5794 1.5563 -0.2134 0.040 0.015 0.025
C -2.6150 0.7619 -0.4573 -0.029 -0.016 -0.064
N 2.1815 -0.2102 -0.3848 -0.027 0.071 0.035
H -1.2443 1.5722 -7.2889 -0.002 0.003 -0.001
H -0.6520 -0.5365 1.7836 0.010 -0.011 0.017
C -3.2071 4.7390 0.6948 0.001 -0.010 0.003
H -3.7250 -1.1233 -5.3529 0.001 -0.004 0.007
C -0.8138 4.9839 0.7832 -0.004 0.001 -0.008
C -0.3789 -1.6261 -4.8884 -0.007 0.006 0.024
H 0.6589 -2.2869 -1.4842 0.019 -0.030 -0.001
H -1.5209 3.4658 -4.8814 0.004 0.005 -0.002
H 3.6912 -1.3889 -5.1679 -0.002 0.003 -0.017
C -0.1749 0.2584 -3.7285 0.005 -0.019 0.084
H -0.2297 2.9832 -7.0128 0.001 0.002 0.004
C -2.2298 -0.5842 -0.8955 -0.001 0.014 0.064
H -2.4830 3.5727 -6.3347 0.006 0.000 -0.002
C -0.8329 2.2242 -6.5156 0.005 0.001 0.011
H 0.3148 0.6638 2.2993 0.003 -0.003 0.007
C 3.9232 1.2771 -4.7431 0.005 -0.007 0.001
C -1.3201 -3.4462 -6.0536 0.005 0.004 0.009
H -4.1995 -1.3902 -1.2258 -0.002 -0.007 -0.001
H -2.1722 1.8266 -3.1180 -0.007 -0.026 -0.012
H -0.9498 -4.0051 -2.1310 0.009 0.007 -0.007
C 2.9384 0.5687 -5.6656 -0.009 0.007 0.004
C 2.7232 -0.8994 -5.3061 0.045 -0.003 0.006
C -1.6222 -1.0127 -4.8323 -0.003 0.009 -0.007
H -3.8712 2.4347 -4.8323 -0.003 0.002 -0.003
C -0.6360 3.6815 0.4042 0.015 -0.005 0.000
H 1.9796 -2.1452 -3.6913 0.006 0.003 -0.004
H 0.3707 3.2879 0.2762 0.005 -0.008 -0.004
H 2.8809 0.4548 1.4802 0.003 -0.001 -0.006
C -0.1980 -2.8629 -5.4999 0.002 0.004 -0.009
H -3.3664 0.5667 -3.4579 0.013 -0.006 0.005
H -3.3767 -3.5691 -2.0173 -0.002 -0.003 0.005
H -3.2804 1.1840 -5.9011 -0.004 0.003 0.002
H 2.2256 -1.4234 -6.1246 -0.011 -0.003 -0.001
H 2.8794 0.3785 -0.8365 0.016 -0.003 0.015
H 1.5842 -1.2269 2.8005 -0.011 -0.004 -0.004
Ir 0.2634 0.7104 -0.3824 0.084 -0.107 -0.016
H 0.0456 5.6145 0.9670 -0.001 -0.001 -0.001
C -3.1339 -1.5745 -1.2753 -0.004 0.012 0.011
C -1.9466 2.8701 -5.6952 0.011 -0.012 -0.004
H -2.2301 6.5503 1.2313 0.001 -0.001 0.000
C -3.0540 3.3894 0.3022 -0.012 -0.010 0.004
C 1.9216 -1.1065 -4.0255 -0.011 -0.007 -0.004
H 1.9782 1.0950 -5.6670 0.012 -0.003 0.000
C -2.9710 1.8888 -5.1243 0.012 -0.004 -0.011
N 0.2358 -0.0728 1.6002 -0.038 0.017 0.004
H -4.2060 5.1409 0.8070 0.001 -0.002 -0.003
C -4.1483 2.5280 0.0517 0.008 0.009 -0.001
C -0.3979 -2.0644 -1.4050 -0.050 0.039 0.032
H 1.0405 -1.9847 1.3015 -0.011 0.004 -0.019
H 0.7680 -3.3462 -5.5483 0.002 -0.001 -0.002
C -1.7552 2.8625 0.1592 -0.026 -0.014 0.006
C -2.5304 1.1311 -3.8771 -0.022 0.017 0.029
H -0.1544 1.6277 -5.9029 -0.013 0.004 -0.029
H 3.3057 0.6202 -6.6914 -0.002 0.002 -0.001
H 2.2901 -0.4593 -3.2308 0.006 0.008 -0.012
C 1.3576 -1.0432 1.7505 0.000 0.045 0.011
N -1.4533 0.1654 -4.1134 -0.072 0.003 -0.011
C -2.7546 -1.5985 -5.3899 0.003 0.004 -0.009
```
Positions in Å, forces in eV/Å.

* net charge: +2


Frontier orbital gap? In order: 7.8; 7.9 eV.
Relative energy (zero: lowest compared OMol25 entry of this formula, charge and spin)? In order: 7.90; 0.00 kcal per mole.
Calculated total energy? In order: -57555.9761; -109459.8087 eV.